(1)
C30H32N2P2PdS3 as an isolated structure. Source: the OMol25 dataset; level of theory: ωB97M-V with the def2-TZVPD basis set.

The value obtained for the HOMO energy (spin up / spin down) is -7.1 / -7.1 eV. The calculation puts the relative energy (zero: lowest compared OMol25 entry of this formula, charge and spin) at 13.01 kcal per mole. The energy comes out at -3277.113707 Ha. The gap between HOMO and LUMO (spin up / spin down) is 6.950 / 6.950 eV.

Atoms and positions in Å:
Pd: 1.04818 0.17526 0.16629
S: 0.26612 -1.98288 -0.70606
P: 1.53959 -1.37797 -2.14791
C: 2.17959 0.06805 -1.50152
P: 1.80707 1.65690 -2.05310
S: 0.03345 2.16025 -1.30164
C: 3.08250 2.76955 -1.39086
C: 4.17272 2.28533 -0.68010
C: 5.11969 3.16822 -0.17286
C: 4.98139 4.53138 -0.37982
C: 3.89246 5.01880 -1.09527
C: 2.94723 4.14170 -1.59728
C: 1.99212 1.87398 -3.84465
C: 3.23910 1.64107 -4.42564
C: 3.40297 1.77574 -5.79352
C: 2.32286 2.14982 -6.58630
C: 1.08349 2.38031 -6.01053
C: 0.91489 2.23872 -4.63884
C: 0.72751 -1.27049 -3.76496
C: -0.63304 -0.98419 -3.83871
C: -1.23495 -0.80295 -5.07494
C: -0.48274 -0.89638 -6.23707
C: 0.87687 -1.16964 -6.16755
C: 1.48070 -1.35960 -4.93478
C: 2.84414 -2.60763 -2.41981
C: 4.18192 -2.24157 -2.36333
C: 5.17116 -3.19155 -2.59069
C: 4.82134 -4.50361 -2.86911
C: 3.48081 -4.87290 -2.92141
C: 2.49523 -3.92718 -2.69822
H: 4.26053 1.21643 -0.52753
H: 5.96929 2.79010 0.38246
H: 5.72012 5.21738 0.01497
H: 3.78086 6.08344 -1.25571
H: 2.08906 4.51956 -2.14151
H: 4.08103 1.36306 -3.80042
H: 4.37137 1.59735 -6.24353
H: 2.45092 2.26087 -7.65580
H: 0.24287 2.66480 -6.63062
H: -0.05070 2.40325 -4.17425
H: -1.20890 -0.90415 -2.92500
H: -2.29432 -0.58673 -5.12929
H: -0.95482 -0.75383 -7.20116
H: 1.46584 -1.23428 -7.07339
H: 2.54023 -1.58030 -4.87985
H: 4.43103 -1.21328 -2.12788
H: 6.21476 -2.90654 -2.54778
H: 5.59158 -5.24395 -3.04440
H: 3.20958 -5.89846 -3.13655
H: 1.44845 -4.20909 -2.73298
C: 2.54190 -3.84652 3.60178
C: 1.93817 -3.21704 2.35397
N: 0.93874 -2.19272 2.64478
C: 1.20227 -0.87526 2.69894
S: -0.06305 0.25564 2.43806
N: 2.47439 -0.51456 2.92221
C: 2.91419 0.85634 3.16255
C: 2.76397 1.27207 4.61628
H: 3.27465 -4.60483 3.32469
H: 1.76649 -4.31920 4.20421
H: 3.04221 -3.11180 4.23626
H: 1.43747 -3.97521 1.75432
H: 2.70637 -2.78591 1.70480
H: -0.00270 -2.37451 2.33566
H: 3.11813 -1.24903 3.16826
H: 2.32949 1.50683 2.51497
H: 3.95440 0.91666 2.83952
H: 1.71902 1.20339 4.91832
H: 3.09146 2.30411 4.74583
H: 3.36251 0.63958 5.27469

So, what does the Löwdin scheme give us? The charges, in e, come out as: 0.245 0.333 0.428 -0.645 0.366 0.291 -0.353 -0.098 -0.089 -0.090 -0.080 -0.091 -0.336 -0.084 -0.082 -0.088 -0.082 -0.094 -0.332 -0.095 -0.077 -0.087 -0.083 -0.083 -0.356 -0.086 -0.083 -0.088 -0.081 -0.093 0.080 0.099 0.100 0.103 0.105 0.109 0.103 0.102 0.106 0.082 0.082 0.105 0.103 0.106 0.109 0.087 0.102 0.101 0.103 0.107 -0.083 -0.257 -0.022 -0.847 0.595 0.002 -0.270 -0.084 0.076 0.077 0.064 0.111 0.112 0.098 0.119 0.076 0.116 0.066 0.077 0.072

(2)
C30H32O3PPtSTe as an isolated structure. Source: the OMol25 dataset; level of theory: ωB97M-V with the def2-TZVPD basis set.

As for the net charge: +1. The value obtained for the HOMO energy (spin up / spin down) is -11.1 / -11.1 eV. The calculation puts the relative energy (zero: lowest compared OMol25 entry of this formula, charge and spin) at 29.12 kcal per mole. The energy comes out at -2514.729273 Ha. The gap between HOMO and LUMO (spin up / spin down) is 6.668 / 6.669 eV.

Atoms and positions in Å:
Pt: 0.61199 0.06794 -0.31343
O: -0.18370 -3.95443 -1.96546
C: -0.00521 -2.95947 -1.30862
O: 0.14269 -1.78108 -1.71430
C: 0.07502 -3.20448 0.28084
P: 0.33765 -1.66526 1.20454
C: 1.93520 -1.74687 2.05173
C: 2.21341 -1.24102 3.31829
C: 3.51725 -1.23117 3.78744
C: 4.55852 -1.67136 2.98415
C: 4.29026 -2.14560 1.70735
C: 2.99061 -2.17961 1.24374
C: -1.12713 -1.54166 2.26604
C: -1.18221 -1.78012 3.63396
C: -2.39478 -1.65934 4.29411
C: -3.54727 -1.33231 3.59911
C: -3.49740 -1.11317 2.22914
C: -2.28850 -1.20343 1.56660
H: 0.87182 -3.93001 0.45465
H: -0.86859 -3.66226 0.58604
H: 1.42219 -0.84673 3.93585
H: 3.70907 -0.87112 4.78836
H: 5.57452 -1.64215 3.34791
H: 5.08877 -2.49663 1.07121
H: 2.77505 -2.53898 0.24697
H: -0.30484 -2.08652 4.18120
H: -2.43363 -1.83606 5.35762
H: -4.48605 -1.26103 4.12508
H: -4.39443 -0.87083 1.68015
H: -2.21994 -1.02246 0.49611
O: 0.45527 1.79371 1.25304
S: 0.85225 1.73508 2.69340
C: 1.55469 3.41598 2.99956
C: 2.53753 3.64034 1.90223
C: 2.21547 4.46104 0.83116
C: 3.10305 4.60852 -0.22094
C: 4.31005 3.92807 -0.21539
C: 4.62879 3.09649 0.84740
C: 3.74515 2.94901 1.89988
C: -0.73229 1.94449 3.64593
C: -1.65734 2.87451 2.94507
C: -2.29463 2.45946 1.78044
C: -3.18220 3.30287 1.13604
C: -3.43544 4.56461 1.65005
C: -2.78532 4.99380 2.79473
C: -1.89080 4.15449 3.43661
H: 2.01986 3.38277 3.98204
H: 0.74404 4.14001 2.98256
H: 1.27379 4.99228 0.82708
H: 2.85438 5.26329 -1.04150
H: 5.00307 4.05944 -1.03446
H: 5.56779 2.56248 0.86031
H: 3.98937 2.29915 2.72938
H: -0.45549 2.30578 4.63413
H: -1.15567 0.94262 3.72324
H: -2.09041 1.47299 1.38786
H: -3.68751 2.97333 0.24041
H: -4.14831 5.21269 1.16452
H: -2.98136 5.97817 3.19328
H: -1.39225 4.48498 4.33771
C: 4.01829 0.52666 -1.39797
Te: 2.08115 0.95205 -2.28127
C: 2.13319 -0.64526 -3.71951
H: 4.62431 1.42092 -1.48207
H: 4.48826 -0.28974 -1.93632
H: 3.90254 0.26643 -0.34941
H: 2.55480 -1.52843 -3.25134
H: 2.72798 -0.35208 -4.58067
H: 1.11327 -0.85802 -4.02404

So, what does the Löwdin scheme give us? The charges, in e, come out as: 0.618 0.086 -0.710 -0.160 -0.189 0.934 -0.344 -0.120 -0.064 -0.055 -0.063 -0.106 -0.364 -0.089 -0.067 -0.053 -0.056 -0.119 0.097 0.101 0.074 0.113 0.113 0.115 0.107 0.101 0.113 0.113 0.117 0.108 -0.627 0.986 -0.231 -0.306 -0.028 -0.063 -0.089 -0.086 -0.047 -0.231 -0.292 -0.044 -0.056 -0.070 -0.067 -0.050 0.110 0.091 0.124 0.112 0.112 0.112 0.115 0.106 0.074 0.088 0.110 0.109 0.110 0.117 -0.373 1.210 -0.389 -0.018 0.016 -0.016 0.012 0.013 0.009

(3)
C30H33AlF5 as an isolated structure. Source: the OMol25 dataset; level of theory: ωB97M-V with the def2-TZVPD basis set.

As for the net charge: -1. The value obtained for the HOMO energy is -3.7 eV. The energy comes out at -1904.684515 Ha. The gap between HOMO and LUMO is 5.597 eV.

Atoms and positions in Å:
C: 6.96012 -1.63995 -2.70259
C: 7.01466 -2.92928 -2.40820
C: 6.74483 -3.97302 -3.42417
Al: 5.19309 -5.16225 -2.76206
C: 3.57486 -3.94594 -2.42676
F: 3.79976 -2.59572 -2.85196
C: 2.28395 -4.38912 -3.11756
C: 1.13989 -3.43483 -2.73914
H: 7.50988 -0.94682 -2.07933
H: 6.34143 -1.27717 -3.50466
H: 7.22989 -3.22336 -1.39076
H: 6.42259 -3.51664 -4.35530
H: 7.62708 -4.58709 -3.58818
H: 4.90570 -6.25525 -3.91561
H: 5.65159 -5.79302 -1.34569
H: 3.35746 -3.90300 -1.35135
H: 2.04563 -5.42144 -2.87615
H: 2.48046 -4.30030 -4.18574
H: 0.15244 -3.82853 -2.97960
H: 1.30202 -2.44342 -3.14182
H: 1.18711 -3.32406 -1.65502
F: -1.22067 -1.48431 -2.36394
C: -2.33191 -1.73679 -3.07092
C: -3.20440 -2.71430 -2.63133
C: -4.35475 -2.96918 -3.36276
C: -4.61438 -2.25448 -4.52431
C: -3.72395 -1.27889 -4.95244
C: -2.57616 -1.01183 -4.22087
H: -2.98127 -3.26745 -1.72782
H: -5.04887 -3.72749 -3.02542
H: -5.51082 -2.45843 -5.09565
H: -3.92293 -0.72404 -5.85989
H: -1.87346 -0.25111 -4.53387
F: -3.02702 -3.57517 1.40830
C: -2.16614 -2.60119 1.77499
C: -1.93894 -1.54808 0.91404
C: -1.05829 -0.54649 1.29051
C: -0.41046 -0.61705 2.51698
C: -0.64917 -1.68700 3.36917
C: -1.53755 -2.68711 3.00064
H: -2.44506 -1.51517 -0.04104
H: -0.87635 0.28322 0.62879
H: 0.28174 0.16319 2.80708
H: -0.14114 -1.74518 4.32284
H: -1.74230 -3.52626 3.65254
F: -1.39771 2.17656 -0.27591
C: -0.62646 3.08459 0.35395
C: 0.74594 2.93771 0.31375
C: 1.53880 3.87358 0.96178
C: 0.95265 4.93147 1.64462
C: -0.42979 5.05779 1.67599
C: -1.22813 4.13117 1.02231
H: 1.18277 2.10152 -0.21755
H: 2.61572 3.77562 0.93360
H: 1.57456 5.65730 2.15232
H: -0.88910 5.87898 2.21092
H: -2.30676 4.21648 1.02952
F: -3.68075 5.44065 2.99774
C: -3.40704 5.74408 4.28115
C: -3.53105 7.05246 4.70341
C: -3.25080 7.35949 6.02690
C: -2.84373 6.36218 6.90249
C: -2.72093 5.05339 6.45590
C: -3.00852 4.73696 5.13661
H: -3.84257 7.81579 4.00248
H: -3.34993 8.37916 6.37464
H: -2.62197 6.60578 7.93325
H: -2.39958 4.27596 7.13599
H: -2.92580 3.72209 4.77013

So, what does the Löwdin scheme give us? The charges, in e, come out as: -0.074 -0.320 -0.321 0.287 -0.410 -0.140 -0.291 -0.134 0.022 0.040 0.078 0.038 0.034 -0.115 -0.115 0.070 0.093 0.091 0.052 0.059 0.064 0.061 -0.290 -0.018 -0.085 -0.106 -0.089 -0.012 0.113 0.103 0.096 0.101 0.119 0.048 -0.281 -0.004 -0.062 -0.088 -0.088 -0.024 0.099 0.080 0.099 0.101 0.114 0.046 -0.288 -0.014 -0.080 -0.098 -0.085 -0.016 0.125 0.107 0.099 0.098 0.110 0.053 -0.293 -0.021 -0.087 -0.100 -0.082 -0.013 0.116 0.103 0.099 0.105 0.121